An isolated molecule of C22H32N2O2, computed with the ωB97M-V functional and the def2-TZVPD basis.

Output
ΔE to the lowest compared entry with this formula, charge and spin = 72.4 kJ/mol
frontier orbital gap = 9.193 eV
E_tot = -1117.547599 Eh
2S+1 = 1
charge = 0

Each atom is followed by the atoms it is bonded to, with distances in Å.
Positions of all 58 atoms, in Å:
1 C -1.45595 0.33709 3.42600  C2 1.519, H27 1.089, H28 1.094, H29 1.090
2 C -0.96951 0.48097 1.99464  C1 1.519, C3 1.536, N13 1.454, H30 1.092
3 C -1.56477 -0.58816 1.06570  C2 1.536, C4 1.506, H31 1.092, H32 1.094
4 C -3.04023 -0.38844 0.84106  C3 1.506, C5 1.395, C9 1.392
5 C -3.47455 0.65597 0.02500  C4 1.395, C6 1.388, H33 1.085
6 C -4.82740 0.88966 -0.18155  C5 1.388, C7 1.385, H34 1.084
7 C -5.75777 0.06488 0.42964  C6 1.385, C8 1.390, C12 1.509
8 C -5.33537 -0.98072 1.24292  C7 1.390, C9 1.386, C10 1.509
9 C -3.98487 -1.20757 1.45352  C4 1.392, C8 1.386, H35 1.086
10 C -6.52416 -1.72173 1.80395  C8 1.509, C11 1.540, H36 1.091, H37 1.095
11 C -7.66596 -1.28977 0.86568  C10 1.540, C12 1.540, H38 1.092, H39 1.090
12 C -7.26494 0.11393 0.37636  C7 1.509, C11 1.540, H40 1.095, H41 1.090
13 N 0.48375 0.43211 1.97060  C2 1.454, C14 1.348, H42 1.008
14 C 1.19271 0.90896 0.92818  N13 1.348, O15 1.223, C16 1.524
15 O 0.68248 1.47677 -0.02749  C14 1.223
16 C 2.69312 0.64991 0.98593  C14 1.524, O17 1.422, C18 1.545, C26 1.544
17 O 3.11968 0.26933 2.28841  C16 1.422, H43 0.964
18 C 3.14314 -0.38097 -0.07338  C16 1.545, C19 1.554, H44 1.090, H45 1.090
19 C 3.89290 0.73682 -0.85041  C18 1.554, C20 1.523, C25 1.525, C26 1.549
20 C 5.38197 0.47698 -1.03684  C19 1.523, C21 1.525, H46 1.097, H47 1.094
21 C 5.63229 -0.61102 -2.07595  C20 1.525, C22 1.523, H48 1.094, H49 1.096
22 C 4.99340 -0.25716 -3.41186  C21 1.523, N23 1.463, C24 1.523, H50 1.103
23 N 5.19388 -1.35614 -4.35674  C22 1.463, H51 1.013, H52 1.014
24 C 3.50427 0.00270 -3.22753  C22 1.523, C25 1.525, H53 1.094, H54 1.095
25 C 3.25078 1.08906 -2.18786  C19 1.525, C24 1.525, H55 1.091, H56 1.097
26 C 3.54404 1.73077 0.28510  C16 1.544, C19 1.549, H57 1.089, H58 1.092
27 H -2.54423 0.37487 3.45985  C1 1.089
28 H -1.14213 -0.62332 3.84523  C1 1.094
29 H -1.06388 1.13563 4.05661  C1 1.090
30 H -1.25760 1.45962 1.60505  C2 1.092
31 H -1.03690 -0.53300 0.11192  C3 1.092
32 H -1.37415 -1.57611 1.49541  C3 1.094
33 H -2.73516 1.28310 -0.46145  C5 1.085
34 H -5.14596 1.70196 -0.82449  C6 1.084
35 H -3.65620 -2.02722 2.08476  C9 1.086
36 H -6.38231 -2.80262 1.83225  C10 1.091
37 H -6.71929 -1.39313 2.83016  C10 1.095
38 H -7.69851 -1.96826 0.01047  C11 1.092
39 H -8.64463 -1.31302 1.34395  C11 1.090
40 H -7.63947 0.88467 1.05807  C12 1.095
41 H -7.65278 0.34477 -0.61631  C12 1.090
42 H 0.98957 -0.07671 2.67832  N13 1.008
43 H 3.20656 1.06811 2.82111  O17 0.964
44 H 3.80360 -1.12195 0.37808  C18 1.090
45 H 2.33896 -0.88559 -0.60865  C18 1.090
46 H 5.86251 1.41003 -1.35574  C20 1.097
47 H 5.83336 0.19974 -0.07984  C20 1.094
48 H 6.70676 -0.77236 -2.20565  C21 1.094
49 H 5.20668 -1.56183 -1.73623  C21 1.096
50 H 5.45765 0.67980 -3.76289  C22 1.103
51 H 4.92298 -1.07689 -5.29239  N23 1.013
52 H 6.17487 -1.60750 -4.40157  N23 1.014
53 H 3.05228 0.28026 -4.18412  C24 1.094
54 H 3.03439 -0.93781 -2.92113  C24 1.095
55 H 2.18127 1.25435 -2.04780  C25 1.091
56 H 3.67957 2.03750 -2.53441  C25 1.097
57 H 2.99272 2.61721 -0.02466  C26 1.089
58 H 4.40654 2.01145 0.89302  C26 1.092